# 1
A molecular structure, C21H35B3FN9O4 in a non-equilibrium geometry. Source: the OMol25 dataset; level of theory: ωB97M-V/def2-TZVPD.

Cartesian coordinates (Å):
1 C 1.51836 -2.47580 1.34794
2 C 1.97120 -1.04856 0.80476
3 C 0.76415 0.02034 0.80109
4 O 0.05286 0.06761 2.05985
5 B -1.30246 -0.32226 1.89152
6 O -2.29998 0.50241 1.23242
7 B -2.86573 -0.38550 0.23687
8 O -3.37232 -1.67643 0.68456
9 B -2.19273 -2.29874 1.23869
10 F -1.58151 -3.41725 0.66407
11 O -1.66271 -1.63833 2.41200
12 H 0.85369 -2.40319 2.25825
13 H 1.06058 -3.03886 0.48145
14 H 2.42731 -3.08396 1.67937
15 H 2.87641 -0.63997 1.33714
16 H 2.24711 -1.16176 -0.29970
17 H 1.23704 1.03285 0.56922
18 H 0.10004 -0.30397 -0.07660
19 H -2.88826 -0.12615 -0.92385
20 C -1.02190 2.98096 -1.05186
21 C -0.01272 2.31614 -1.92602
22 N 0.77553 1.79891 -2.61196
23 H -2.00980 2.55775 -1.23798
24 H -0.76181 2.83171 -0.00252
25 H -1.04684 4.05428 -1.26507
26 C 0.27708 6.66518 -2.92251
27 C -0.86826 6.24735 -2.06197
28 N -1.76198 5.91974 -1.38919
29 H 0.09602 7.66443 -3.31938
30 H 1.19607 6.67507 -2.33593
31 H 0.39096 5.96664 -3.75213
32 C -2.64626 -1.89530 5.31066
33 C -3.07312 -3.03678 6.17239
34 N -3.40463 -3.92791 6.84458
35 H -3.39656 -1.10424 5.34490
36 H -1.69454 -1.49843 5.66532
37 H -2.52937 -2.23113 4.28005
38 C 3.91030 1.21258 -4.42255
39 C 4.32487 1.78314 -5.73815
40 N 4.64782 2.22701 -6.76592
41 H 3.05901 1.76902 -4.02819
42 H 3.62550 0.16689 -4.54496
43 H 4.73609 1.27591 -3.71318
44 C -4.99794 1.12377 3.32553
45 C -5.25851 2.01393 4.49481
46 N -5.46108 2.70815 5.40702
47 H -4.05538 0.59413 3.46539
48 H -5.80424 0.39617 3.22658
49 H -4.94005 1.71752 2.41294
50 C 1.50011 -2.13980 6.41516
51 C 1.92095 -1.57636 5.09811
52 N 2.24950 -1.13742 4.07083
53 H 0.64892 -1.57947 6.80305
54 H 1.21441 -3.18553 6.29655
55 H 2.32394 -2.07361 7.12622
56 C -2.23441 3.21066 -5.61318
57 C -2.99902 2.78443 -4.40521
58 N -3.59570 2.45116 -3.46319
59 H -2.45717 2.54368 -6.44628
60 H -2.51246 4.22896 -5.88679
61 H -1.16443 3.17582 -5.40451
62 C 2.80742 -1.31338 -8.14488
63 C 2.04734 -1.74729 -6.93552
64 N 1.45538 -2.08469 -5.99114
65 H 2.58138 -1.97523 -8.98138
66 H 2.52846 -0.29375 -8.41191
67 H 3.87821 -1.34740 -7.94247
68 C 3.22215 -6.16806 3.62962
69 C 3.82981 -4.94384 3.03073
70 N 4.30364 -3.98901 2.56227
71 H 3.10383 -6.03432 4.70522
72 H 2.24444 -6.35207 3.18307
73 H 3.86595 -7.02855 3.44591

Calculated values
Multiplicity   1
ΔE to the lowest compared entry with this formula, charge and spin   2.666 eV
HOMO level   -10.40 eV

# 2
A molecular structure, C21H35BO2P2Sn in a non-equilibrium geometry. Source: the OMol25 dataset; level of theory: ωB97M-V/def2-TZVPD.

Cartesian coordinates (Å):
1 P -0.90903 -1.72091 -1.62879
2 P 1.58818 -1.52632 0.54946
3 C 0.73952 -2.63172 -1.85598
4 C 1.33703 -3.13684 -0.52853
5 H 1.44300 -1.90351 -2.30335
6 H 0.59906 -3.42452 -2.60365
7 H 0.67501 -3.85436 -0.02369
8 H 2.33917 -3.56606 -0.68576
9 C 3.31074 -1.44523 -0.18992
10 H 3.92729 -0.68061 0.29919
11 H 3.29876 -1.20830 -1.25921
12 H 3.79035 -2.43215 -0.08688
13 C 2.23042 -1.68588 2.29857
14 H 3.29952 -1.92579 2.25987
15 H 1.68078 -2.44066 2.86957
16 H 2.11603 -0.70158 2.78330
17 C -1.18355 -1.76407 -3.51203
18 H -2.19967 -1.44442 -3.78124
19 H -1.08106 -2.80222 -3.88166
20 H -0.50966 -1.15140 -4.13054
21 C -2.35956 -2.81131 -1.31041
22 H -2.29125 -3.40317 -0.37738
23 H -2.52718 -3.46917 -2.17157
24 H -3.23219 -2.14239 -1.22157
25 Sn -0.78601 -1.87196 1.41821
26 C 2.14048 1.25552 -1.37077
27 C 2.32960 0.67397 -2.57650
28 C 2.18469 1.39521 -3.84474
29 C 0.90750 2.26906 -3.84848
30 C -0.36905 1.45295 -3.71477
31 C -0.99938 1.24414 -2.55734
32 C -0.51396 1.43017 -1.14965
33 C 0.91345 1.99320 -0.88682
34 C -2.82405 -1.85797 2.40424
35 H 2.75826 0.98903 -0.46128
36 H 2.68309 -0.35968 -2.68066
37 H 2.23543 0.70745 -4.71616
38 H 2.99844 2.13756 -3.95106
39 H 0.89430 3.03199 -3.04552
40 H 0.90166 2.78021 -4.82830
41 H -0.75102 1.02421 -4.66898
42 H -1.91530 0.65359 -2.58077
43 H -0.65536 0.47726 -0.58692
44 H -1.22655 2.06156 -0.59110
45 H 0.93219 3.05625 -1.18412
46 H 0.95824 2.01869 0.22742
47 H -2.97975 -2.65674 3.16850
48 H -3.57433 -1.96853 1.61830
49 H -2.96069 -0.84197 2.83112
50 O -1.46218 1.33058 2.34782
51 B -1.02319 0.02584 2.82016
52 O -0.73982 0.19268 4.21876
53 C -1.02456 1.48104 4.54346
54 C -0.97543 2.06828 5.76826
55 C -1.57774 3.31536 5.87540
56 C -2.09411 3.98214 4.75223
57 C -1.97767 3.43861 3.46908
58 C -1.49098 2.16311 3.41295
59 H -0.49960 1.54084 6.61155
60 H -1.65455 3.77505 6.87120
61 H -2.59012 4.95236 4.85118
62 H -2.25362 3.91151 2.52628

Calculated values
Multiplicity   1
ΔE to the lowest compared entry with this formula, charge and spin   3.472 eV
HOMO level (alpha / beta)   -13.69 / -13.35 eV
Charge   +2

# 3
2 unconnected molecules or ions with the total composition C21H35BrClNO5PS in a non-equilibrium geometry. Source: the OMol25 dataset; level of theory: ωB97M-V/def2-TZVPD.

Cartesian coordinates (Å):
1 C -5.27419 6.70850 -3.58527
2 C -5.99660 5.39872 -3.82893
3 O -5.38309 4.41389 -2.99111
4 C -5.77576 3.10208 -3.31646
5 C -6.01802 2.35425 -2.01607
6 O -5.90255 0.93306 -2.17793
7 C -4.66093 0.42163 -2.18843
8 C -4.19488 -0.32520 -3.19885
9 S -4.99123 -0.39712 -4.75590
10 C -3.01028 -1.18802 -2.96306
11 O -2.50688 -1.83997 -3.86547
12 C -2.50481 -1.38315 -1.54878
13 C -1.49289 -2.45095 -1.33940
14 C -0.03997 -2.09746 -1.76619
15 C 0.90768 -1.87559 -0.60881
16 Cl 0.10147 -0.67522 -2.83682
17 C -3.04895 -0.63426 -0.58064
18 P -3.11632 -1.01350 1.20177
19 O -3.96155 0.28279 1.70082
20 Br -1.08033 -0.64011 2.09183
21 C -3.71386 0.61252 -1.05575
22 O -3.38714 1.70106 -0.60024
23 H -4.70132 7.01162 -4.45428
24 H -4.57203 6.59318 -2.77497
25 H -5.96922 7.50689 -3.37273
26 H -7.03315 5.47630 -3.51696
27 H -5.91745 5.09045 -4.86518
28 H -6.70632 3.13680 -3.87246
29 H -5.02575 2.58271 -3.91071
30 H -5.39370 2.76192 -1.23169
31 H -7.04137 2.53389 -1.71868
32 H -3.92328 -0.48081 -5.56209
33 H -1.79003 -3.29020 -1.96037
34 H -1.48148 -2.80649 -0.31766
35 H 0.33781 -2.94865 -2.31144
36 H 0.86795 -2.73266 0.05595
37 H 0.68385 -0.95055 -0.09808
38 H 1.91733 -1.78683 -0.99298
39 H -3.45848 1.07558 1.46337
40 C 4.99611 -4.30944 2.57904
41 C 6.12057 -3.47084 3.18746
42 C 5.72242 -2.12825 3.77897
43 N 5.25127 -1.07268 2.80073
44 C 5.97680 -1.14033 1.50056
45 C 3.75035 -1.17605 2.57906
46 C 3.14244 -0.25219 3.61028
47 C 4.07919 0.94753 3.56770
48 C 5.46227 0.32299 3.41902
49 H 4.53017 -3.82990 1.71666
50 H 5.39304 -5.26317 2.23671
51 H 4.21992 -4.52030 3.31662
52 H 6.92668 -3.34587 2.46341
53 H 6.55898 -4.04032 4.00890
54 H 6.59572 -1.71150 4.27713
55 H 4.93446 -2.24223 4.52287
56 H 5.71399 -2.06047 0.98813
57 H 7.04552 -1.09604 1.69257
58 H 5.66950 -0.29041 0.89771
59 H 3.53916 -0.82816 1.56891
60 H 3.44016 -2.21104 2.68235
61 H 3.14875 -0.71550 4.59883
62 H 2.11492 0.00992 3.37054
63 H 4.00786 1.56762 4.45812
64 H 3.85432 1.58064 2.70862
65 H 5.95329 0.20096 4.37901
66 H 6.10990 0.89392 2.76075

Calculated values
Multiplicity   1
HOMO level   -10.37 eV
Charge   +1